(1)
Below is a structure of composition C5H7NO in a non-equilibrium geometry, with properties calculated with ωB97M-V/def2-TZVPD.

Last column: natural (NBO) charge in e.
Cartesian coordinates (Å):
C (-0.1241, 1.4931, -0.9858)  -0.26
N (0.0263, 0.3244, -1.8714)  -0.57
C (0.1049, 0.1501, -0.4277)  -0.03
C (1.1641, -0.4403, 0.4534)  -0.03
C (-0.5101, -0.5544, 1.7286)  -0.13
C (-0.7813, -0.8123, 0.3087)  -0.01
O (0.2996, -1.7929, 0.4761)  -0.54
H (0.6922, 2.2139, -0.9173)  0.20
H (-1.1169, 1.9408, -0.9758)  0.20
H (0.9536, 0.3018, -2.2908)  0.35
H (2.1593, -0.6584, 0.0006)  0.19
H (-0.2945, 0.3854, 2.1789)  0.20
H (-0.8451, -1.3576, 2.4047)  0.21
H (-1.7282, -1.1935, -0.0823)  0.22

Summary:
* LUMO level (spin up / spin down): 0.05 / -0.08 eV
* HOMO level (spin up / spin down): -0.2877 / -0.2835 hartree
* electronic energy: -324.44005 a.u.
* net charge: 0
* multiplicity: 1
* molecular weight: 97.1 g mol⁻¹
* energy relative to the best compared isomer or geometry (same formula, charge and spin): 746.74 kJ/mol
* maximum force: 2.35 eV/Å
* HOMO-LUMO gap (spin up / spin down): 7.88 / 7.64 eV


(2)
Below is the ion C4H3O2S with charge -1 in a non-equilibrium geometry, with properties calculated with ωB97M-V/def2-TZVPD.

Last column: natural (NBO) charge in e.
Cartesian coordinates (Å):
C (-1.6373, -0.0804, 0.5621)  -0.46
C (-0.8107, 0.3451, -0.2827)  -0.24
C (0.7736, -0.4275, -0.5887)  0.45
C (1.7655, 0.0467, 0.3531)  0.25
O (0.7663, -1.2176, -1.5286)  -0.62
O (2.1513, -0.4305, 1.4091)  -0.62
S (2.2702, 1.2334, -0.7411)  -0.34
H (-2.6700, 0.3084, 0.4503)  0.17
H (-1.6010, -0.9738, 1.3335)  0.20
H (-1.0078, 1.1961, -0.9671)  0.20

Summary:
* LUMO level: 3.77 eV
* HOMO level: -0.1416 hartree
* electronic energy: -702.86539 a.u.
* net charge: -1
* SMILES: C=C[C@@]1([O-])SC1=O
* multiplicity: 1
* molecular weight: 115.1 g mol⁻¹
* energy relative to the best compared isomer or geometry (same formula, charge and spin): 118.75 kJ/mol
* maximum force: 7.27 eV/Å
* HOMO-LUMO gap: 7.62 eV


(3)
Below is a cluster of 4 separate species, CH7O5 in total in a non-equilibrium geometry, with properties calculated with ωB97M-V/def2-TZVPD.

Last column: natural (NBO) charge in e.
Cartesian coordinates (Å):
O (-1.7254, -0.8988, -1.0267)  -0.70
C (-1.4173, 0.2593, -1.3478)  0.60
O (-0.5098, 0.9507, -0.6749)  -0.87
H (-1.9521, 0.9366, -1.9673)  0.06
H (-1.6064, 3.2384, 0.8316)  0.45
H (-1.6993, 1.8007, 0.5681)  0.50
O (-1.9298, 2.4307, 1.3142)  -0.98
H (0.6517, -0.1969, -0.4177)  0.51
H (0.5667, -0.9044, 0.8243)  0.46
O (1.1779, -0.8801, 0.1381)  -1.02
H (2.9358, -1.3413, 1.0473)  0.51
H (3.6819, -2.6065, 0.3967)  0.47
O (3.7278, -1.9129, 1.0999)  -0.99

Summary:
* LUMO level: 4.04 eV
* HOMO level: -0.1963 hartree
* electronic energy: -418.57087 a.u.
* net charge: -1
* multiplicity: 1
* molecular weight: 99.1 g mol⁻¹
* energy relative to the best compared isomer or geometry (same formula, charge and spin): 95.70 kJ/mol
* maximum force: 4.82 eV/Å
* HOMO-LUMO gap: 9.38 eV


(4)
Below is a structure of composition C28H36FN6O9SScSe in a non-equilibrium geometry, with properties calculated with ωB97M-V/def2-TZVPD.

Last column: Löwdin charge in e.
Cartesian coordinates (Å):
Sc (0.1279, -0.5817, 0.1902)  0.56
C (-0.1681, -4.5130, 1.6951)  -0.03
C (-0.4993, -3.5349, 0.5822)  -0.60
O (-0.8835, -2.3926, 0.9919)  -0.11
C (-0.3583, -3.9174, -0.7396)  -0.10
C (-0.7518, -2.8527, -1.6739)  -0.32
C (-1.8168, -3.1937, -2.6805)  -0.03
N (-0.2348, -1.6727, -1.5395)  -0.10
N (-0.9085, -0.6576, -2.2951)  0.03
C (-1.6907, 0.0863, -1.5330)  -0.51
O (-1.9279, 0.0865, -0.2798)  -0.07
C (-2.5451, 1.1221, -2.2492)  -0.13
C (-2.7729, 0.9911, -3.6183)  -0.03
C (-3.5572, 1.9067, -4.3074)  -0.11
C (-4.1256, 2.9764, -3.6322)  -0.13
C (-3.9032, 3.1210, -2.2699)  -0.10
C (-3.1188, 2.2010, -1.5909)  -0.05
H (0.6239, -4.1223, 2.3345)  0.06
H (-1.0449, -4.7100, 2.3127)  0.08
H (0.1774, -5.4784, 1.3017)  0.07
H (-0.0566, -4.8943, -1.0913)  0.09
H (-1.9925, -4.2684, -2.6985)  0.06
H (-2.7487, -2.6908, -2.4153)  0.08
H (-1.5094, -2.8744, -3.6809)  0.07
H (-2.3344, 0.1498, -4.1378)  0.10
H (-3.7234, 1.7750, -5.3707)  0.09
H (-4.7433, 3.6926, -4.1633)  0.08
H (-4.3421, 3.9475, -1.7238)  0.09
H (-2.9476, 2.3094, -0.5268)  0.12
C (2.9671, -3.9256, 0.3945)  -0.24
S (1.8130, -2.5357, 0.4048)  0.87
C (2.3670, -1.8456, 2.0060)  -0.30
O (2.2521, -1.5963, -0.7076)  -0.77
H (3.9878, -3.5488, 0.4401)  0.04
H (2.8234, -4.4914, -0.5330)  0.04
H (2.7650, -4.5693, 1.2469)  0.04
H (2.1787, -2.5775, 2.8267)  0.03
H (1.7175, -0.8450, 2.1721)  -0.05
H (3.4335, -1.6034, 1.9657)  0.04
C (3.7376, 2.9750, -2.7193)  -0.06
N (3.8554, 1.7026, -3.3477)  -0.15
C (4.7259, 1.4049, -4.3955)  -0.10
C (4.5713, 0.1126, -4.7287)  -0.10
N (3.6025, -0.4433, -3.9013)  -0.15
C (3.1435, -1.8017, -3.9266)  -0.05
C (3.1443, 0.5374, -3.0387)  -0.59
Se (1.8882, 0.2474, -1.7836)  1.10
H (4.4290, 3.6777, -3.1827)  0.08
H (3.9739, 2.8908, -1.6567)  0.09
H (2.7313, 3.3507, -2.8288)  0.06
H (5.4040, 2.1091, -4.8473)  0.09
H (5.0996, -0.4222, -5.4992)  0.10
H (3.6723, -2.3540, -4.7029)  0.08
H (2.0729, -1.8288, -4.1351)  0.09
H (3.3290, -2.2734, -2.9610)  0.08
O (1.5345, -0.0567, 1.2585)  -0.51
C (-0.1156, 3.4847, 1.1430)  0.01
C (-0.0571, 2.6825, -0.1321)  -0.43
C (-0.0534, 3.4139, -1.4493)  0.00
O (-0.0055, 1.4843, -0.0719)  -0.09
H (-0.1538, 4.5551, 0.9386)  0.06
H (0.7760, 3.2712, 1.7373)  0.10
H (-1.0091, 3.2045, 1.7029)  0.08
H (-0.0980, 4.4961, -1.3036)  0.07
H (-0.9043, 3.1142, -2.0359)  0.06
H (0.8549, 3.1680, -1.9814)  0.04
F (-1.5327, -0.2174, 8.5650)  0.06
C (-1.9958, 0.3404, 7.4344)  -0.20
C (-1.2260, 0.5123, 6.3490)  0.05
N (-1.6988, 1.0928, 5.2038)  0.02
C (-0.8056, 1.1587, 4.0475)  -0.03
C (-0.6225, -0.1812, 3.3087)  -0.64
O (-0.4458, -1.1629, 4.0466)  0.00
O (-0.6142, -0.0968, 2.0820)  -0.06
C (-3.0033, 1.4833, 5.0776)  -0.47
O (-3.4866, 2.0063, 4.1000)  0.08
N (-3.7885, 1.2796, 6.2116)  0.21
C (-3.3809, 0.7620, 7.4201)  -0.43
O (-4.1289, 0.6868, 8.3827)  0.04
H (-0.2000, 0.1753, 6.3283)  0.15
H (0.1749, 1.4963, 4.3901)  0.13
H (-1.1758, 1.9106, 3.3594)  0.10
H (-4.7477, 1.5798, 6.1354)  0.16

Summary:
* LUMO level: 4.21 eV
* HOMO level: 0.0118 hartree
* electronic energy: -5754.36160 a.u.
* net charge: -2
* multiplicity: 1
* molecular weight: 775.6 g mol⁻¹
* energy relative to the best compared isomer or geometry (same formula, charge and spin): 955.05 kJ/mol
* maximum force: 5.83 eV/Å
* HOMO-LUMO gap: 3.89 eV